# 1
Computed, not measured: a molecular structure, C19H18ClNO6 at a distorted geometry, with ωB97M-V with the def2-TZVPD basis set.

Results
**Charge**: 0
**Lowest unoccupied orbital energy**: -0.5 eV
**Energy relative to the best compared isomer or geometry (same formula, charge and spin)**: 380.6 kcal per mole
**Highest occupied orbital energy**: -8.41 eV
**Spin multiplicity**: 1

Positions of all 45 atoms, in Å:
C  5.4888  -1.3107  -3.3738
H  6.1625  -0.3659  -3.1737
O  4.0869  -0.6208  -3.1963
C  3.1544  -1.4553  -3.3666
C  3.3488  -2.6921  -3.7125
C  2.1105  -3.6427  -3.8236
C  0.9318  -3.1568  -3.5732
C  0.7200  -1.5358  -3.3845
C  1.9023  -0.8430  -3.3130
H  1.8929  0.1829  -2.9335
C  -0.7061  -0.9786  -3.1810
O  -0.7168  0.3016  -3.4726
C  -1.5614  -1.5933  -2.5305
C  -2.4502  -1.0266  -1.4082
O  -3.5140  -0.6425  -1.3450
C  -1.2704  -0.6679  -0.3728
O  -0.0086  -0.8257  -0.3946
N  -1.8372  0.1134  0.6178
C  -1.4512  0.9020  1.7135
C  0.0094  0.6289  1.9773
C  0.5831  1.4534  2.9919
C  -0.3156  1.9098  3.8858
C  -1.7362  2.1045  3.6509
C  -2.1897  1.3449  2.5704
O  -3.6368  1.7266  2.0469
C  -4.4421  2.2957  3.0799
H  -5.1952  2.1543  2.6208
H  -4.3116  3.3397  3.0170
H  -4.3646  1.7248  4.0404
H  -2.2563  2.6829  4.4003
O  0.2283  2.7402  4.9496
C  -0.4110  3.5537  5.8232
H  0.1979  3.8176  6.6710
H  -0.8089  4.3271  5.4180
H  -1.1293  2.8201  6.3864
Cl  2.0428  1.2681  3.3908
H  0.6810  0.3683  1.2366
H  -2.9275  0.0905  0.6212
H  -1.4055  -2.7172  -2.1961
H  -2.5374  -2.0373  -3.4422
H  -0.0776  -3.6646  -3.5675
H  2.0364  -4.9185  -4.1108
H  4.2034  -3.4327  -3.9311
H  5.7908  -1.6854  -4.4468
H  5.6890  -2.0376  -2.8599

Forces on atoms 1 to 3 (eV/Å):
C -0.95 11.42 -7.18
H -1.16 -2.22 -0.19
O 7.35 0.91 0.27

# 2
Computed, not measured: a molecular structure, C19H18CoN4O3Se, with ωB97M-V with the def2-TZVPD basis set.

Results
**Charge**: +1
**Lowest unoccupied orbital energy (alpha / beta)**: -4.7 / -4.7 eV
**Energy relative to the best compared isomer or geometry (same formula, charge and spin)**: 0.0 kcal per mole
**Highest occupied orbital energy (alpha / beta)**: -10.89 / -10.89 eV
**Spin multiplicity**: 1

Positions of all 46 atoms, in Å:
Co  0.8585  0.0545  -0.0532
O  0.1199  -3.6690  -2.3092
C  -1.1444  -3.3130  -2.6399
C  -1.9083  -4.2681  -3.3102
C  -3.2006  -3.9804  -3.6892
C  -3.7648  -2.7350  -3.4106
C  -3.0183  -1.7905  -2.7461
C  -1.7020  -2.0572  -2.3434
C  -0.9477  -1.0333  -1.6116
O  0.2475  -1.3377  -1.1413
N  -1.4591  0.1443  -1.4130
N  -0.5797  0.9053  -0.6820
C  -0.8597  2.1357  -0.3804
C  -0.0478  2.9813  0.4315
C  -0.5378  4.2718  0.7388
C  0.1887  5.1430  1.5034
C  1.4458  4.7502  1.9826
C  1.9577  3.5078  1.6986
C  1.2271  2.5973  0.9209
O  1.7616  1.4227  0.6351
H  0.5494  -2.9032  -1.8929
H  -1.4534  -5.2241  -3.5314
H  -3.7783  -4.7303  -4.2134
H  -4.7784  -2.5138  -3.7129
H  -3.4352  -0.8203  -2.5152
H  -1.7840  2.5254  -0.7962
H  -1.5084  4.5634  0.3567
H  -0.1998  6.1251  1.7312
H  2.0266  5.4374  2.5837
H  2.9333  3.2088  2.0574
C  2.8220  -0.8957  3.0791
N  2.2089  -2.0713  2.4596
C  2.7894  -3.3084  2.3467
C  1.8831  -4.1211  1.7476
N  0.7636  -3.3708  1.5020
C  -0.4789  -3.8825  0.9223
C  0.9708  -2.1171  1.9362
Se  -0.2351  -0.6728  1.8254
H  3.8115  -1.1790  3.4247
H  2.2142  -0.5726  3.9204
H  2.8947  -0.0853  2.3566
H  3.7869  -3.5050  2.6963
H  1.9414  -5.1609  1.4797
H  -0.2361  -4.7284  0.2865
H  -0.9370  -3.1020  0.3240
H  -1.1539  -4.1862  1.7197

Forces on atoms 1 to 3 (eV/Å):
Co 0.04 -0.13 -0.07
O 0.02 -0.07 0.00
C -0.04 0.02 -0.01

# 3
Computed, not measured: a molecular structure, C19H18EuNO at a distorted geometry, with ωB97M-V with the def2-TZVPD basis set.

Results
**Charge**: -1
**Lowest unoccupied orbital energy (alpha / beta)**: 2.3 / 2.2 eV
**Energy relative to the best compared isomer or geometry (same formula, charge and spin)**: 0.0 kcal per mole
**Highest occupied orbital energy (alpha / beta)**: -0.79 / -3.68 eV
**Spin multiplicity**: 8

Positions of all 40 atoms, in Å:
C  -2.1115  -0.7714  4.0111
C  -1.2348  -1.8864  3.5132
C  -0.0277  -1.3952  3.0696
H  -1.5651  -2.9179  3.6249
C  -0.1028  0.0729  3.0548
C  -1.4112  0.4374  3.3594
H  -1.7909  1.4484  3.4720
H  -2.0264  -0.6434  5.1082
H  0.8411  -1.9821  2.7724
H  0.7504  0.7217  2.7970
C  -3.3379  -1.5480  -0.4824
C  -4.2134  -1.5543  0.6398
C  -4.4256  -0.2100  1.0357
H  -4.6875  -2.4365  1.0718
C  -3.6152  0.6437  0.2402
C  -3.0161  -0.1661  -0.7782
H  -2.4189  0.1947  -1.6312
H  -2.9793  -2.4142  -1.0272
H  -5.1112  0.1175  1.8100
H  -3.4736  1.7162  0.3946
Eu  -0.7247  -0.4214  0.5031
O  1.2022  0.0646  -0.7793
C  2.3147  -0.9019  -0.7538
C  2.6977  0.5337  -0.9104
H  2.4669  -1.3623  0.2281
H  2.3966  -1.5409  -1.6325
H  3.0413  1.0413  -0.0078
H  4.8773  2.0172  -1.3588
C  4.3350  1.8185  -2.2820
C  3.1310  1.0739  -2.2068
C  2.4390  0.7949  -3.3958
H  1.5106  0.2218  -3.3536
C  2.9182  1.2646  -4.6146
H  2.3581  1.0577  -5.5243
C  4.1085  1.9987  -4.6785
H  4.4835  2.3514  -5.6354
C  4.8203  2.2667  -3.5044
H  5.7563  2.8245  -3.5415
N  -4.6414  -1.4423  3.6246
C  -3.5336  -1.0876  3.7678

Forces on atoms 1 to 3 (eV/Å):
C 0.26 0.47 -0.74
C -0.13 -0.91 -0.13
C 0.34 1.20 0.14